[1]
Here is a structure of composition C57H48NO4P3SSiY from the Open Molecules 2025 dataset. Energies are from ωB97M-V/def2-TZVPD.

Structure (XYZ):
```
116
Properties=species:S:1:pos:R:3:forces:R:3
Y -0.510 -8.130 21.781 2.41 -1.21 1.32
C -5.993 -3.967 20.703 -1.03 0.05 -0.54
C -6.328 -5.148 20.072 1.78 -1.01 0.02
C -5.293 -6.044 19.701 -0.65 -0.07 -0.11
C -3.947 -5.742 19.894 -0.94 0.15 0.34
C -3.672 -4.529 20.538 0.32 -0.26 -0.31
C -4.668 -3.654 20.921 0.65 0.92 0.47
P -2.522 -6.830 19.499 0.70 -0.26 -0.13
C -3.211 -8.028 18.275 -1.10 0.21 0.50
C -4.043 -9.065 18.754 0.63 0.36 -0.11
C -4.869 -9.786 17.906 0.93 -0.13 -0.09
C -4.858 -9.480 16.556 -0.26 0.11 -0.22
C -4.102 -8.431 16.068 0.45 -0.09 0.17
C -3.249 -7.740 16.924 0.01 0.85 -0.89
C -1.572 -5.621 18.474 0.45 0.52 -0.19
C -2.266 -4.726 17.640 1.34 0.26 0.04
C -1.593 -3.674 16.974 -0.41 -1.76 1.28
C -0.249 -3.524 17.191 1.15 0.01 -0.36
C 0.451 -4.467 17.946 0.58 0.72 -0.34
C -0.152 -5.523 18.595 -0.96 -0.43 -0.04
Si 0.814 -6.879 19.540 -0.01 0.05 -0.16
C 2.485 -6.066 20.063 -0.17 0.07 0.35
C 3.662 -6.060 19.303 0.13 1.00 0.88
C 4.861 -5.498 19.805 -0.11 -0.71 -0.61
C 4.928 -5.046 21.109 -0.43 0.34 0.78
C 3.744 -5.031 21.866 -0.06 0.48 0.36
C 2.530 -5.506 21.364 0.73 -0.10 -0.60
P 0.992 -5.378 22.347 0.00 -0.12 -0.39
C 0.465 -3.637 21.994 -1.61 -0.10 1.11
C -0.587 -3.037 22.759 0.75 -1.04 -0.23
C -1.218 -1.905 22.322 -0.36 0.41 -0.26
C -0.871 -1.345 21.088 0.07 -0.37 -0.16
C 0.092 -1.949 20.285 0.69 0.15 0.09
C 0.784 -3.076 20.786 -0.25 0.65 -0.06
C 1.703 -5.322 23.994 0.21 0.12 1.04
C 1.993 -4.128 24.652 -0.21 -0.22 0.16
C 2.712 -4.183 25.858 -0.32 1.02 -1.16
C 3.123 -5.385 26.363 -0.36 -0.33 1.00
C 2.763 -6.594 25.751 0.64 0.84 0.55
C 2.080 -6.557 24.573 -0.56 0.41 -1.09
C 1.492 -8.008 18.153 -0.16 0.46 -0.11
C 2.005 -7.574 16.923 -0.62 0.70 0.20
C 2.732 -8.421 16.107 0.36 -0.02 0.40
C 3.108 -9.687 16.565 -0.13 0.34 0.38
C 2.624 -10.114 17.786 -0.82 0.74 -0.46
C 1.719 -9.324 18.510 0.11 -0.96 -0.28
P 0.506 -10.119 19.622 -0.26 -0.11 -0.02
C -0.625 -10.987 18.394 1.30 1.42 -0.05
C -0.559 -10.806 17.016 -1.35 -1.28 -1.00
C -1.505 -11.485 16.174 1.06 1.03 0.46
C -2.525 -12.210 16.721 0.71 -0.62 1.60
C -2.531 -12.391 18.110 -0.22 0.00 0.59
C -1.601 -11.779 18.953 -1.26 -0.52 -1.06
C 1.390 -11.570 20.255 0.63 -0.72 -0.30
C 1.713 -12.694 19.476 -0.45 -0.58 0.03
C 2.252 -13.869 20.022 -0.54 2.20 0.58
C 2.536 -13.834 21.391 0.89 -1.13 -0.53
C 2.358 -12.681 22.132 0.88 -0.07 1.21
C 1.796 -11.541 21.576 -1.07 0.47 0.59
H -6.813 -3.287 20.909 0.28 0.17 0.33
H -7.341 -5.442 19.900 -0.50 0.02 -0.11
H -5.563 -6.996 19.243 0.02 0.21 0.02
H -2.635 -4.262 20.651 0.31 0.29 0.26
H -4.378 -2.687 21.376 -0.25 -0.69 -0.27
H -3.989 -9.321 19.797 -0.14 -0.08 0.39
H -5.369 -10.677 18.255 -0.27 0.12 0.16
H -5.429 -10.071 15.866 -0.33 -0.16 -0.18
H -4.137 -8.160 15.019 0.03 -0.10 0.02
H -2.676 -6.899 16.497 -0.21 -0.61 0.41
H -3.313 -4.870 17.509 -0.69 0.14 -0.10
H -2.117 -3.057 16.310 -0.73 0.93 -0.74
H 0.326 -2.726 16.698 -0.40 -0.29 0.23
H 1.536 -4.345 18.023 -0.26 -0.06 0.04
H 3.590 -6.409 18.291 0.37 -0.22 -0.27
H 5.756 -5.467 19.173 -0.34 -0.08 0.19
H 5.852 -4.669 21.594 -0.62 -0.28 -0.64
H 3.743 -4.569 22.865 0.24 -0.40 -0.48
H -0.917 -3.520 23.671 0.04 0.02 0.16
H -2.052 -1.455 22.872 0.43 -0.21 0.01
H -1.427 -0.466 20.802 0.12 0.14 -0.43
H 0.374 -1.535 19.297 -0.33 -0.28 0.76
H 1.590 -3.599 20.315 0.22 0.31 -0.99
H 1.610 -3.186 24.236 0.48 -0.31 0.25
H 3.000 -3.249 26.334 -0.15 -0.15 0.14
H 3.568 -5.312 27.353 0.36 -0.54 -0.21
H 3.063 -7.536 26.167 0.02 -0.30 0.20
H 1.820 -7.471 24.049 0.01 -0.24 0.05
H 1.749 -6.529 16.646 0.43 -0.80 -0.17
H 3.102 -8.054 15.179 0.16 0.14 -0.74
H 3.741 -10.364 16.009 0.07 0.19 -0.25
H 2.818 -11.099 18.103 0.35 -0.88 0.35
H 0.192 -10.225 16.511 0.31 0.25 0.23
H -1.429 -11.464 15.095 0.18 0.38 -0.04
H -3.211 -12.779 16.143 -0.55 -0.16 -0.61
H -3.290 -13.024 18.569 0.04 0.13 -0.13
H -1.713 -11.873 20.015 0.13 -0.13 0.48
H 1.452 -12.673 18.430 -0.09 -0.14 -0.22
H 2.463 -14.698 19.389 0.09 -0.61 -0.21
H 3.017 -14.737 21.810 -0.40 0.67 0.09
H 2.756 -12.661 23.172 -0.66 0.03 -0.80
H 1.491 -10.653 22.166 0.71 -0.55 0.10
N -2.140 -6.897 23.337 0.77 1.14 -0.32
C -2.688 -7.102 24.684 -0.38 0.90 0.29
C -3.656 -8.256 24.749 -1.07 0.18 -0.74
C -2.916 -9.540 24.917 0.44 -0.32 0.47
O -2.570 -9.959 26.013 -0.43 0.21 -1.16
O -2.577 -10.175 23.799 0.29 -0.53 -0.16
H -1.649 -5.992 23.351 -0.15 -0.34 0.00
H -2.871 -6.775 22.632 -0.14 -0.18 0.41
H -3.206 -6.177 25.036 0.26 -0.51 -0.27
H -1.883 -7.290 25.393 0.23 0.08 -0.13
H -4.274 -8.289 23.822 0.36 0.07 0.61
H -4.320 -8.094 25.591 0.02 -0.20 0.24
O 1.683 -8.411 22.140 -1.34 0.11 -0.01
O 1.035 -9.099 23.312 -1.30 0.89 -1.47
S -2.903 -9.674 22.138 0.06 -0.24 0.38
```
Forces are in eV/Å.

Calculated values
E_tot (Eh): -4306.72714
Net charge: -1
HOMO (eV): -4.1
Orbital gap (eV): 6.316
Molar mass (g/mol): 1052.99
ΔE to the lowest compared entry with this formula, charge and spin (kcal per mole): 104.6


[2]
Here is a structure of composition C57H50FGeIrN2P3S from the Open Molecules 2025 dataset. Energies are from ωB97M-V/def2-TZVPD.

Structure (XYZ):
```
116
Properties=species:S:1:pos:R:3:forces:R:3
Ir 0.005 0.208 -0.493 0.13 0.22 0.03
F -1.920 0.770 4.683 0.00 -0.04 0.03
Ge -1.337 0.556 3.056 0.01 -0.02 -0.02
C -1.716 2.347 2.382 0.12 0.02 -0.09
C -2.708 3.013 3.098 -0.04 0.01 0.03
C -3.055 4.324 2.793 -0.02 -0.02 0.04
C -2.407 5.002 1.774 0.04 0.02 -0.06
C -1.405 4.366 1.055 -0.03 -0.05 0.07
C -1.072 3.041 1.349 -0.06 0.09 -0.01
P 0.364 2.357 0.535 -0.08 -0.20 0.13
C 0.497 2.849 -1.188 0.01 -0.09 -0.08
C -0.608 3.270 -1.936 0.03 0.00 0.00
C -0.472 3.552 -3.287 -0.04 0.01 0.02
C 0.765 3.430 -3.901 0.02 0.01 -0.05
C 1.885 3.047 -3.159 0.05 -0.01 0.03
C 1.759 2.743 -1.818 -0.06 0.05 -0.05
C 1.854 2.984 1.340 -0.08 -0.08 0.02
C 2.221 4.281 0.951 0.06 0.00 0.02
C 3.230 4.942 1.632 -0.06 0.02 -0.07
C 3.875 4.324 2.695 0.03 -0.03 0.04
C 3.511 3.041 3.081 0.00 0.01 0.00
C 2.497 2.370 2.416 0.03 -0.02 -0.07
C 0.466 -0.095 3.409 0.01 0.07 -0.07
C 0.865 0.147 4.724 0.07 0.00 0.08
C 2.066 -0.345 5.224 -0.04 0.00 -0.03
C 2.891 -1.104 4.412 -0.01 0.00 -0.03
C 2.521 -1.349 3.096 0.07 0.00 0.06
C 1.318 -0.850 2.586 0.00 -0.02 -0.03
P 1.065 -1.341 0.858 0.04 -0.13 0.12
C 2.700 -1.286 0.085 -0.02 0.07 0.00
C 3.260 -0.017 -0.099 0.00 -0.05 0.06
C 4.562 0.126 -0.555 0.00 0.01 0.05
C 5.326 -1.003 -0.815 0.03 0.03 0.00
C 4.783 -2.269 -0.627 -0.02 -0.04 0.01
C 3.476 -2.419 -0.185 -0.06 -0.01 0.05
C 0.456 -3.016 0.838 0.00 0.01 -0.12
C 0.662 -3.833 -0.283 0.05 0.00 -0.01
C 0.246 -5.151 -0.260 0.03 0.01 -0.05
C -0.414 -5.653 0.859 0.01 -0.02 0.01
C -0.643 -4.840 1.961 0.00 0.02 0.04
C -0.200 -3.526 1.962 0.02 -0.01 0.03
C -2.432 -0.946 2.478 -0.07 0.04 0.11
C -2.951 -1.654 3.561 -0.01 0.02 0.01
C -3.811 -2.731 3.378 0.00 0.01 0.09
C -4.183 -3.108 2.102 -0.02 -0.04 -0.08
C -3.665 -2.434 1.007 0.07 0.09 0.06
C -2.775 -1.362 1.186 -0.06 -0.19 -0.05
P -2.294 -0.505 -0.310 0.00 0.22 -0.06
C -3.265 0.977 -0.506 -0.05 -0.02 -0.05
C -3.231 1.672 -1.722 -0.05 0.05 0.00
C -4.121 2.706 -1.954 0.06 -0.03 -0.01
C -5.037 3.064 -0.970 -0.02 0.02 -0.01
C -5.069 2.384 0.241 -0.03 -0.01 0.03
C -4.194 1.338 0.477 0.01 -0.02 0.02
C -2.643 -1.610 -1.681 -0.06 0.00 -0.05
C -3.485 -1.252 -2.737 0.02 -0.01 0.03
C -3.713 -2.154 -3.769 -0.02 0.02 0.00
C -3.118 -3.405 -3.750 -0.02 -0.03 -0.05
C -2.313 -3.780 -2.675 0.02 0.01 0.05
C -2.082 -2.892 -1.644 -0.08 0.02 -0.04
H -3.205 2.521 3.926 0.02 0.00 -0.04
H -3.823 4.820 3.373 0.01 0.00 -0.01
H -2.658 6.031 1.551 -0.01 -0.01 0.00
H -0.870 4.918 0.294 0.01 0.02 -0.04
H -1.561 3.411 -1.449 -0.02 0.00 0.02
H -1.324 3.902 -3.855 0.00 0.00 0.01
H 0.873 3.675 -4.950 0.00 0.00 0.01
H 2.861 3.036 -3.630 -0.01 -0.01 0.00
H 2.637 2.492 -1.238 0.02 0.02 0.02
H 1.728 4.783 0.128 -0.01 0.01 0.00
H 3.510 5.943 1.332 -0.01 0.00 0.00
H 4.660 4.847 3.224 0.00 -0.01 0.00
H 4.015 2.562 3.910 0.00 0.00 0.00
H 2.224 1.377 2.735 0.03 0.05 -0.01
H 0.224 0.721 5.383 0.03 -0.02 -0.04
H 2.344 -0.141 6.250 0.00 0.00 -0.01
H 3.822 -1.505 4.790 -0.01 0.00 0.00
H 3.187 -1.936 2.476 -0.01 0.01 0.02
H 2.716 0.867 0.208 -0.01 0.03 0.04
H 4.999 1.113 -0.654 -0.01 0.00 0.00
H 6.356 -0.900 -1.132 0.00 0.00 0.00
H 5.394 -3.149 -0.786 0.00 0.01 -0.01
H 3.100 -3.412 0.019 -0.01 0.02 -0.04
H 1.147 -3.436 -1.169 -0.02 -0.03 0.08
H 0.436 -5.796 -1.108 -0.01 0.00 0.01
H -0.738 -6.685 0.875 0.01 0.01 0.00
H -1.144 -5.238 2.834 0.00 0.00 0.00
H -0.346 -2.910 2.841 0.01 -0.02 -0.02
H -2.713 -1.349 4.573 0.01 0.01 -0.03
H -4.206 -3.252 4.241 0.00 0.00 -0.01
H -4.883 -3.918 1.947 0.01 0.00 0.00
H -3.982 -2.734 0.022 -0.01 -0.02 -0.05
H -2.531 1.390 -2.500 0.00 -0.01 -0.01
H -4.118 3.222 -2.905 0.00 0.00 0.01
H -5.742 3.863 -1.157 0.01 0.00 0.00
H -5.799 2.651 0.993 0.01 0.00 0.00
H -4.262 0.784 1.404 0.01 0.01 -0.02
H -3.997 -0.302 -2.751 0.02 -0.04 -0.02
H -4.380 -1.883 -4.577 0.01 0.01 0.01
H -3.312 -4.105 -4.553 0.01 0.01 0.01
H -1.906 -4.783 -2.625 0.00 -0.01 0.00
H -1.512 -3.205 -0.783 0.03 0.01 -0.01
C 3.950 -0.520 -3.904 -0.02 0.00 -0.02
N 2.606 -0.293 -3.346 -0.06 -0.11 -0.03
C 1.577 -1.106 -3.281 0.06 0.15 -0.07
S 0.016 -0.467 -2.685 0.04 -0.07 0.12
N 1.498 -2.343 -3.728 -0.05 0.01 0.04
C 2.455 -3.114 -4.546 0.01 0.01 -0.01
H 4.563 0.326 -3.609 0.00 -0.01 0.00
H 3.923 -0.564 -4.990 -0.02 0.00 -0.02
H 4.390 -1.420 -3.491 0.01 -0.02 -0.01
H 2.406 0.649 -3.037 0.01 0.01 -0.01
H 0.593 -2.774 -3.588 0.02 -0.01 0.01
H 2.745 -2.556 -5.431 0.00 0.02 -0.01
H 1.943 -4.016 -4.866 0.00 -0.01 0.00
H 3.329 -3.396 -3.966 0.01 -0.01 0.02
```
Forces are in eV/Å.

Calculated values
E_tot (Eh): -6013.69459
Net charge: +4
HOMO (spin up / spin down) (eV): -18.5 / -18.5
Spin multiplicity: 2
Orbital gap (spin up / spin down) (eV): 6.048 / 5.131
Molar mass (g/mol): 1171.85
ΔE to the lowest compared entry with this formula, charge and spin (kcal per mole): 0.0